# 1
This record from OMol25 describes a 2-piece molecular cluster, C4H12NO2 overall in a non-equilibrium geometry. The level of theory is wB97M-V/def2-TZVPD.

Geometry as XYZ:
```
19
Properties=species:S:1:pos:R:3:forces:R:3
C 1.07733 0.96675 -0.79987 -0.2 -1.3 -0.1
C 0.10614 0.42976 0.25020 -0.4 0.6 -0.5
C -1.32195 0.85282 -0.05444 0.0 0.0 -0.4
C -1.82379 0.05208 -1.25186 0.0 -0.4 -0.1
O -1.53555 -1.10532 -1.39760 0.0 0.2 0.0
N 0.50228 1.03997 1.59408 0.1 -0.3 -0.2
H 0.86371 1.99666 -1.04244 0.3 0.5 0.2
H 0.93296 0.41811 -1.73227 -0.1 -0.1 0.1
H 2.10459 0.75911 -0.50106 0.1 0.4 0.0
H 0.09628 -0.65368 0.32951 0.5 0.1 0.2
H -1.42514 1.91502 -0.27566 0.1 0.1 0.1
H -1.98594 0.61522 0.77215 -0.2 -0.1 0.2
H -2.46195 0.57630 -1.97905 -0.1 0.0 0.0
H 1.14494 1.81010 1.42004 0.0 0.2 0.1
H 1.00000 0.37912 2.19548 -0.1 -0.2 0.0
H -0.32294 1.40525 2.06604 0.1 0.0 0.3
H 2.47448 -2.26739 0.24223 -0.3 -0.2 0.5
H 1.48690 -2.65665 1.40389 0.2 -0.3 -0.2
O 2.05125 -1.95904 1.06041 0.1 0.6 -0.2
```
Positions in Å, forces in eV/Å.

The net charge is +1.

=====

# 2
This record from OMol25 describes an isolated ion of composition C4H12NO2 and charge +1 in a non-equilibrium geometry. The level of theory is wB97M-V/def2-TZVPD.

Geometry as XYZ:
```
19
Properties=species:S:1:pos:R:3:forces:R:3
C -0.47601 0.79347 1.38002 0.5 0.4 0.6
O -1.00598 2.09806 1.35996 -0.1 -0.3 -0.2
C 0.28791 0.48608 0.09531 0.1 -0.6 0.0
C -0.39614 -0.49855 -0.84979 -0.3 -0.7 -0.2
C -0.69024 -1.87540 -0.25319 -1.1 0.8 -0.2
O 0.47291 -0.70840 -1.96837 -0.2 0.4 0.0
N 1.67605 -0.11335 0.33977 -0.7 -0.2 -0.5
H 0.21160 0.77904 2.21536 0.5 0.3 0.2
H -1.16989 0.01322 1.69620 -0.5 0.1 -0.6
H -1.71219 2.16399 0.70586 -0.1 0.0 0.2
H 0.52101 1.39868 -0.44542 -0.2 0.2 0.1
H -1.35726 -0.09697 -1.14962 -0.1 0.5 -0.2
H -1.24513 -2.47871 -0.97237 0.6 -0.1 -0.3
H -1.40226 -1.82608 0.56871 0.3 0.2 0.4
H 0.22402 -2.33434 0.04084 0.5 -0.9 0.2
H 0.14658 -0.22103 -2.73939 0.2 -0.2 0.2
H 1.99675 -0.32397 -0.61123 0.3 0.1 -0.2
H 1.62337 -1.01859 0.80501 0.1 0.1 0.4
H 2.30954 0.52670 0.80598 0.1 0.0 0.2
```
Positions in Å, forces in eV/Å.

The structure (SMILES) is C[C@H](O)[C@H]([NH3+])CO. The net charge is +1.

=====

# 3
This record from OMol25 describes a 2-piece molecular cluster, C4H12NO2 overall. The level of theory is wB97M-V/def2-TZVPD.

Geometry as XYZ:
```
19
Properties=species:S:1:pos:R:3:forces:R:3
C 0.85668 -1.92222 -0.68561 -0.4 -0.1 -0.3
O 1.68302 -1.75944 0.42684 0.0 0.0 -0.1
C -0.11470 -0.75705 -0.65933 -0.2 -0.2 -0.1
N -1.10316 -0.90517 -1.79667 0.0 -0.6 0.1
H 0.27926 -2.85919 -0.65529 0.1 0.0 0.1
H 1.40591 -1.92200 -1.63944 0.1 0.1 0.1
H 2.35412 -2.45013 0.41900 0.1 0.0 0.1
H -0.71237 -0.74419 0.24733 0.1 0.1 0.1
H 0.37284 0.19960 -0.78851 0.2 0.1 0.0
H -1.80480 -1.61648 -1.57532 -0.1 0.2 0.1
H -0.64427 -1.26057 -2.63813 0.1 0.4 -0.2
H -1.58220 -0.02447 -1.98208 0.0 0.0 -0.1
C 0.49024 2.75533 0.88920 -0.3 -0.1 0.3
C -0.15200 1.66712 1.27912 0.1 0.5 0.1
O -1.49501 1.45174 1.04867 0.0 -0.1 0.2
H 1.53664 2.87105 1.12081 0.0 0.1 0.0
H -0.08251 3.57012 0.46712 0.3 0.1 -0.3
H 0.33934 0.89955 1.86064 -0.1 -0.3 -0.2
H -1.95533 2.30283 1.09937 0.1 -0.2 -0.1
```
Positions in Å, forces in eV/Å.

The net charge is +1.

=====

# 4
This record from OMol25 describes a 3-piece molecular cluster, C4H12NO2 overall in a non-equilibrium geometry. The level of theory is wB97M-V/def2-TZVPD.

Geometry as XYZ:
```
19
Properties=species:S:1:pos:R:3:forces:R:3
C 0.46302 1.49093 2.52680 -0.5 -0.5 -0.1
C 0.73046 0.29353 1.66004 -0.7 0.7 -1.6
C 0.87960 0.51607 0.34362 -0.6 -0.4 0.0
N 0.97856 -0.57694 -0.56493 2.2 -0.2 1.1
C 1.69032 -1.60006 -0.23338 -0.2 -0.1 -0.5
H -0.59267 1.34102 2.91695 1.4 0.6 0.0
H 1.23937 1.63458 3.27966 -0.4 -0.3 0.4
H 0.55068 2.38632 1.89489 -0.4 -0.2 0.2
H 0.53765 -0.75432 1.91960 0.3 0.5 0.6
H 0.77902 1.43998 -0.20071 0.2 0.4 0.4
H 0.87402 -0.37773 -1.54789 -1.3 -0.2 -1.0
H 1.74536 -2.47040 -0.89978 0.2 0.5 0.3
H 2.23955 -1.50706 0.70453 -0.3 -0.6 -0.1
H -0.81650 -0.02975 -3.61703 0.0 -0.2 0.3
H 0.48460 0.22710 -4.28211 0.4 -0.1 0.1
O 0.12737 -0.19694 -3.49085 -0.2 0.3 -0.1
H -3.62733 -0.64341 -0.05265 0.3 0.3 -0.3
H -4.41057 -0.38085 1.13388 0.0 0.5 0.4
O -3.70625 0.04268 0.62369 -0.3 -0.9 -0.1
```
Positions in Å, forces in eV/Å.

The net charge is +1.

=====

# 5
This record from OMol25 describes one molecule with the formula C4H12NO2P in a non-equilibrium geometry. The level of theory is wB97M-V/def2-TZVPD.

Geometry as XYZ:
```
20
Properties=species:S:1:pos:R:3:forces:R:3
C 0.81929 0.03428 -1.41721 2.7 -3.2 -2.0
C 0.60649 -1.95301 0.19590 -0.2 -0.1 -2.2
C -1.71934 1.85717 -0.02108 -1.2 -4.6 -0.8
C 0.34818 -0.45872 -0.11270 -0.9 -0.2 1.8
N 0.80702 0.27794 1.08952 1.5 1.0 -0.3
O -1.89660 -0.96569 1.32531 1.3 0.9 1.5
O -2.34895 -0.82778 -1.08326 -0.6 -0.4 -1.6
P -1.52575 -0.25446 -0.03895 0.6 3.5 -0.4
H 1.80901 -0.48840 -1.75925 -1.4 0.4 0.9
H 1.09131 0.99341 -1.69731 -0.2 2.5 0.6
H 0.13609 -0.30956 -2.15982 -0.7 -0.2 -0.7
H 0.08655 -2.57825 -0.64812 0.8 0.8 2.0
H 1.70738 -2.16313 0.15859 -0.9 0.2 0.1
H 0.20421 -2.05287 1.21524 0.2 -1.0 -0.6
H -1.81918 2.06239 -1.05763 0.0 0.1 -1.0
H -2.65228 2.07244 0.42926 -0.9 0.2 0.7
H -0.93682 2.36928 0.38665 2.1 1.1 1.3
H 1.39678 -0.32968 1.65194 -0.1 -0.1 0.0
H 1.48750 1.02358 0.81189 -1.1 -0.6 0.3
H -1.10360 -0.69431 1.86350 -1.1 -0.4 0.3
```
Positions in Å, forces in eV/Å.

The structure (SMILES) is CC(C)(N)[P@@](C)(=O)O. The net charge is 0.

=====

# 6
This record from OMol25 describes C4H12NO2S as an isolated structure in a non-equilibrium geometry. The level of theory is wB97M-V/def2-TZVPD.

Geometry as XYZ:
```
20
Properties=species:S:1:pos:R:3:forces:R:3
C -1.24408 -0.95274 -0.97820 -2.1 -0.4 -1.1
O -1.59548 -2.21057 -0.53674 1.0 2.2 -0.2
C 0.06441 -0.33374 -0.32801 -0.2 1.3 -2.0
C 0.79390 0.56339 -1.35211 3.1 -2.3 3.4
C 1.51852 1.74614 -0.68360 2.4 1.5 0.0
S 0.57456 2.64535 0.65708 1.0 -0.7 -1.8
N 0.91976 -1.25396 0.40352 0.3 -0.7 -1.2
H -2.12118 -0.09383 -0.85440 1.7 -1.5 0.3
H -1.11782 -0.84727 -2.11604 0.1 -0.7 0.6
H -0.35901 0.31522 0.35857 -0.4 1.4 1.5
H 0.01121 1.27675 -1.88036 -1.3 0.9 -1.0
H 1.37911 -0.03968 -2.09591 -0.7 0.8 0.2
H 2.59004 1.27174 -0.21795 -3.0 0.8 -1.1
H 1.93839 2.54797 -1.49646 -1.0 -2.0 1.8
H -0.60391 1.67062 -2.27562 -0.5 0.0 0.3
H 0.22690 -2.05986 0.38256 1.7 -0.2 -0.3
H 1.89411 -1.37008 -0.02624 -2.3 -0.5 0.6
H -1.73249 -2.30955 1.26315 0.5 -0.7 1.3
H -0.48109 -2.11118 2.14574 -2.2 -1.0 0.6
O -1.41101 -2.53158 2.22757 1.7 1.6 -1.9
```
Positions in Å, forces in eV/Å.

The net charge is -1.

=====

# 7
This record from OMol25 describes a 2-piece molecular cluster, C4H12NO3 overall in a non-equilibrium geometry. The level of theory is wB97M-V/def2-TZVPD.

Geometry as XYZ:
```
20
Properties=species:S:1:pos:R:3:forces:R:3
O -0.84287 -0.35012 2.88596 -0.2 -0.3 0.1
C -0.84067 0.24279 1.74409 0.7 0.8 -0.4
C 0.01228 -0.32721 0.63129 -0.5 0.2 0.9
C 0.96694 0.60389 -0.09681 -0.3 -0.7 -1.2
C 0.21769 1.69063 -0.86152 -0.4 0.0 0.5
O 1.69346 -0.25733 -1.04360 -0.1 0.5 -0.1
N 0.87206 -1.35587 1.31544 0.5 0.3 -0.8
H -1.44079 1.10716 1.44433 -0.2 -0.1 0.4
H -0.63277 -0.83443 -0.09767 0.6 -0.2 -0.1
H 1.76969 1.02935 0.50388 -0.4 0.0 0.6
H 0.80803 2.60240 -0.84029 0.0 0.0 -0.7
H -0.06154 1.30448 -1.84022 0.5 0.2 -0.4
H -0.76667 1.95719 -0.47086 0.2 -0.2 0.6
H 1.61382 0.14578 -1.91809 0.1 -0.3 0.2
H 0.32519 -2.12343 1.67188 -0.4 -0.1 0.4
H 1.31781 -0.87899 2.10061 -0.2 -0.1 0.3
H 1.55940 -1.67182 0.63384 0.1 -0.2 0.0
H -2.53284 -0.27562 -2.14295 0.1 -0.3 0.2
H -2.08749 -1.74866 -1.98414 -0.1 0.2 0.0
O -1.95074 -0.86021 -1.63516 -0.3 0.1 -0.4
```
Positions in Å, forces in eV/Å.

As for the expectation value of S²: 0.7537. The net charge is 0. The multiplicity is 2.

=====

# 8
This record from OMol25 describes a 3-piece molecular cluster, C4H12NO4S overall in a non-equilibrium geometry. The level of theory is wB97M-V/def2-TZVPD.

Geometry as XYZ:
```
22
Properties=species:S:1:pos:R:3:forces:R:3
O 1.45298 0.17594 -0.92712 0.3 -0.1 -0.1
C 0.27224 -0.13579 -0.70344 -0.5 0.2 0.5
O -0.63155 -0.41712 -1.53088 0.0 0.2 -0.1
C -0.21758 -0.06201 0.78131 -1.1 -0.2 0.3
C -0.36684 1.41682 1.22948 0.0 -0.1 0.3
C 0.73676 1.85084 2.18336 0.6 -1.1 0.3
S 2.36075 2.19233 1.40843 0.0 0.8 0.1
N -1.51814 -0.75988 0.95311 0.7 -0.2 0.1
H 0.44477 -0.56257 1.49409 0.5 0.2 -0.4
H -1.32159 1.53228 1.76123 0.1 -0.2 0.1
H -0.46104 2.08738 0.37915 0.2 0.1 -0.2
H 0.40317 2.56581 2.93336 0.3 0.8 -0.5
H 1.02673 1.01094 2.81680 -0.6 -0.3 0.0
H 2.32425 1.15472 0.53870 -0.3 0.0 -0.1
H -2.20326 -0.10277 1.28078 -0.4 0.0 -0.2
H -1.79320 -1.13932 0.05561 -0.2 0.4 -0.1
H 1.61941 -0.59366 -3.34520 0.0 -0.1 0.2
H 0.12590 -0.57036 -3.23530 0.4 -0.5 0.3
O 0.84886 -1.07097 -3.67119 -0.2 0.4 -0.6
H -1.06867 -2.42956 -2.12752 0.3 0.2 0.2
H -0.97817 -2.91319 -0.68612 0.1 0.2 0.0
O -1.05577 -3.22989 -1.58865 -0.3 -0.6 -0.1
```
Positions in Å, forces in eV/Å.

The net charge is -1.

=====

The following energy relative to the best compared isomer or geometry (same formula, charge and spin) values (in eV) correspond, in order, to the records above: 1.316; 1.534; 2.389; 2.626; 0.956; 7.061; 0.928; 0.121.